Formula: C27H27N2RuS5Si
Source: the Open Molecules 2025 dataset
Level of theory: ωB97M-V with the def2-TZVPD basis set

Summary:
Molecular weight   669.02 u
Energy relative to the best compared isomer or geometry (same formula, charge and spin)   0.471 eV
Multiplicity   2
Maximum force   0.02148 Eh/bohr
Lowest unoccupied orbital energy (alpha / beta)   0.5 / -0.8 eV
Charge   0
Highest occupied orbital energy (alpha / beta)   -7.2523 / -7.1157 eV

```
63
C27H27N2RuS5Si (ωB97M-V with the def2-TZVPD basis set)
Ru 0.106 -0.120 -0.354
S -0.657 -0.973 -2.387
C -0.875 0.467 -3.361
C -1.565 0.374 -4.574
C -1.758 1.486 -5.372
C -1.281 2.730 -4.976
C -0.600 2.842 -3.776
C -0.379 1.714 -2.993
S 0.521 1.900 -1.462
C 2.199 2.332 -2.115
C 3.239 1.271 -1.914
C 4.587 1.555 -1.701
C 5.450 0.492 -1.494
C 4.948 -0.803 -1.466
C 3.590 -0.973 -1.684
C 2.867 -2.270 -1.540
S 1.648 -2.151 -0.174
C 2.742 -1.685 1.153
C 3.707 -2.608 1.554
C 4.616 -2.294 2.546
C 4.539 -1.044 3.154
C 3.569 -0.138 2.775
C 2.643 -0.431 1.762
S 1.463 0.804 1.366
N 2.787 0.041 -1.940
H -1.954 -0.590 -4.877
H -2.298 1.386 -6.305
H -1.450 3.604 -5.591
H -0.238 3.804 -3.437
H 2.486 3.262 -1.626
H 2.075 2.534 -3.180
H 4.940 2.578 -1.672
H 6.502 0.671 -1.315
H 5.586 -1.650 -1.248
H 3.545 -3.097 -1.334
H 2.276 -2.494 -2.429
H 3.734 -3.582 1.079
H 5.364 -3.013 2.851
H 5.237 -0.779 3.938
H 3.510 0.829 3.258
C -5.833 -0.305 3.503
Si -4.719 0.394 2.168
C -4.291 2.169 2.581
C -5.571 0.273 0.506
C -3.146 -0.655 2.144
C -2.939 -1.706 3.029
C -1.762 -2.451 3.018
C -0.802 -2.140 2.081
N -0.984 -1.159 1.198
C -2.106 -0.412 1.234
S -1.996 0.873 0.056
H -6.761 0.272 3.538
H -5.374 -0.248 4.492
H -6.101 -1.345 3.308
H -5.196 2.781 2.607
H -3.611 2.595 1.844
H -3.811 2.236 3.559
H -6.489 0.865 0.502
H -5.837 -0.763 0.283
H -4.928 0.635 -0.299
H -3.702 -1.951 3.759
H -1.594 -3.254 3.721
H 0.131 -2.685 2.027
```

Mulliken population analysis, charges in e, atoms 1 to 5:
1 Ru 0.17
2 S -0.41
3 C 0.96
4 C -0.61
5 C -0.51